1.
Here is a structure of composition C30H37BrCoN7OS from the Open Molecules 2025 dataset. Energies are from ωB97M-V with the def2-TZVPD basis set.

As for the spin multiplicity: 2. The calculation puts the frontier orbital gap (alpha / beta) at 4.42 / 4.47 eV. The energy above the lowest of the compared OMol25 structures with the same formula, charge and spin is 1.582 eV. As for the lowest unoccupied orbital energy (alpha / beta): 0.088 / 0.088 Ha. As for the net charge: -1.

Geometry (Å):
Co -0.0391 0.4148 0.1377
O -4.0188 3.7748 3.3380
C -3.0096 3.0534 2.7797
C -2.0666 3.6149 1.9270
C -1.0917 2.7929 1.3981
N -1.0277 1.4849 1.6665
C -1.9398 0.9730 2.4740
Br -1.8791 -0.9006 2.7189
C -2.9502 1.6999 3.0786
H -4.0076 4.6701 2.9841
H -2.1035 4.6598 1.6477
H -0.3590 3.1627 0.6916
H -3.6843 1.2330 3.7163
C -1.5302 -3.3874 -3.3537
N -0.4872 -2.4514 -3.6910
C -0.7496 -1.4427 -4.7108
C 0.3373 -0.3874 -4.4454
N 1.0233 -0.8839 -3.2546
C 0.4306 -2.0116 -2.7863
S 0.7889 -2.7169 -1.3136
H -1.7350 -4.0484 -4.1989
H -2.4489 -2.8516 -3.0898
H -1.2064 -3.9772 -2.4998
H -1.7639 -1.0460 -4.5967
H -0.6613 -1.8755 -5.7108
H -0.0775 0.6028 -4.2502
H 1.0291 -0.3148 -5.2869
H 1.1809 -0.1777 -2.5178
C 5.5206 0.8112 -0.4398
C 4.3260 0.4780 -1.3125
N 3.1106 0.5610 -0.5483
C 2.9972 0.2928 0.7569
N 1.8001 0.2341 1.2893
C 1.7178 -0.0438 2.7112
C 2.8932 0.5076 3.4956
C 4.1523 -0.0912 2.9092
N 4.1757 0.1505 1.4835
C 5.4412 -0.0505 0.8063
H 5.4735 1.8637 -0.1467
H 6.4622 0.6400 -0.9655
H 4.4499 -0.5270 -1.7398
H 4.2420 1.1731 -2.1512
H 2.2019 0.9284 -1.0106
H 1.6722 -1.1303 2.8841
H 0.7795 0.3594 3.0892
H 2.8108 0.2557 4.5554
H 2.9269 1.5966 3.4009
H 4.1985 -1.1665 3.1393
H 5.0490 0.3681 3.3390
H 5.5825 -1.1084 0.5385
H 6.2353 0.2103 1.5114
N 0.7305 1.2488 -1.3560
C 0.0951 2.2274 -1.9473
C -1.3141 2.3049 -2.1072
C -2.0480 0.9720 -1.9876
C -3.5276 1.1577 -2.2382
C -4.1227 2.3508 -2.4093
C -3.3796 3.5896 -2.4400
C -2.0184 3.5109 -2.3022
C 0.9742 3.3071 -2.5545
C 0.6982 3.9078 -3.7806
C 1.5653 4.8456 -4.3284
C 2.7249 5.2046 -3.6545
C 3.0111 4.6160 -2.4286
C 2.1448 3.6742 -1.8911
H -1.6382 0.3095 -2.7663
H -4.1392 0.2583 -2.1971
H -5.2039 2.3850 -2.5229
H -3.8824 4.5382 -2.5743
H -1.4422 4.4330 -2.3245
H -0.2038 3.6203 -4.3068
H 1.3357 5.2928 -5.2886
H 3.4012 5.9363 -4.0807
H 3.9124 4.8894 -1.8918
H 2.3611 3.1944 -0.9429
C -1.7996 0.2011 -0.6821
H -1.9346 -0.8791 -0.8626
H -2.5939 0.4892 0.0281


2.
Here is a structure of composition C30H37F3N7O2Ti from the Open Molecules 2025 dataset. Energies are from ωB97M-V with the def2-TZVPD basis set.

As for the spin multiplicity: 1. The calculation puts the frontier orbital gap at 6.44 eV. The energy above the lowest of the compared OMol25 structures with the same formula, charge and spin is 0.000 eV. As for the lowest unoccupied orbital energy: -0.334 Ha. As for the net charge: +3.

Geometry (Å):
Ti -1.2024 0.6043 0.6746
C -2.6062 0.4039 6.0771
N -1.7107 0.8408 4.9992
C -0.5463 1.6610 5.3447
C -1.9121 0.4878 3.7347
N -1.1599 0.8790 2.7257
N -2.9727 -0.3707 3.4952
C -3.6128 -0.5647 2.2898
N -4.8219 -1.1254 2.3729
N -3.0310 -0.2586 1.1648
H -2.2956 0.8830 6.9986
H -2.5466 -0.6762 6.2306
H -3.6344 0.7135 5.8826
H -0.5430 1.8229 6.4161
H -0.5981 2.6385 4.8613
H 0.3797 1.1517 5.0732
H -0.4732 1.5652 3.0230
H -3.4477 -0.7254 4.3097
H -5.3104 -1.2352 3.2467
H -5.3388 -1.3572 1.5398
H -3.6336 -0.4090 0.3622
C -4.2862 4.6995 -0.3038
C -2.8353 4.6457 -0.8106
C -2.7997 4.7519 -2.3426
C -2.0066 5.7758 -0.1754
C -2.2583 3.3688 -0.4128
C -1.7778 2.2942 -0.0783
H -4.7198 5.6546 -0.5952
H -4.3287 4.6224 0.7823
H -4.8873 3.9044 -0.7436
H -3.2725 5.6868 -2.6392
H -3.3452 3.9317 -2.8083
H -1.7758 4.7547 -2.7140
H -2.4582 6.7301 -0.4428
H -0.9818 5.7695 -0.5440
H -1.9948 5.6968 0.9111
F 5.6595 1.6590 -0.4609
C 5.2000 0.8442 0.4835
F 5.7301 1.1885 1.6566
F 5.5887 -0.4071 0.1953
C 3.6830 0.8892 0.5687
C 2.9407 1.8044 -0.1552
C 1.5594 1.7815 -0.0311
N 0.9279 0.9117 0.7690
C 1.6602 0.0326 1.4791
C 3.0360 -0.0113 1.4061
H 3.4163 2.5264 -0.8037
H 0.9314 2.4768 -0.5751
H 1.1166 -0.6399 2.1351
H 3.5948 -0.7289 1.9904
C 4.0102 -1.6083 -2.5604
O 3.0092 -2.4455 -1.9798
C 3.0947 -3.7732 -2.2069
C 4.1035 -4.3988 -2.9344
C 4.1155 -5.7775 -3.0681
C 3.1394 -6.5697 -2.4744
C 2.1311 -5.9660 -1.7534
C 2.0879 -4.5776 -1.6472
N 1.0520 -4.0271 -0.8423
C 0.2683 -2.9930 -0.9744
C 0.0151 -2.1668 -2.1133
C 0.2742 -2.5853 -3.4335
C -0.1145 -1.8178 -4.5081
C -0.7529 -0.5955 -4.2966
C -1.0259 -0.1526 -3.0126
C -0.6611 -0.9387 -1.9249
O -0.9549 -0.4998 -0.6802
H 3.7416 -0.5948 -2.2738
H 4.0008 -1.6901 -3.6488
H 4.9998 -1.8528 -2.1714
H 4.8930 -3.8157 -3.3858
H 4.9104 -6.2407 -3.6351
H 3.1686 -7.6443 -2.5726
H 1.3596 -6.5641 -1.2853
H 0.9120 -4.5609 0.0082
H -0.3279 -2.7874 -0.0902
H 0.7554 -3.5353 -3.6072
H 0.0734 -2.1653 -5.5133
H -1.0476 0.0122 -5.1415
H -1.5294 0.7896 -2.8364


3.
Here is a structure of composition C30H37GeN4S2Sc in a non-equilibrium geometry from the Open Molecules 2025 dataset. Energies are from ωB97M-V with the def2-TZVPD basis set.

As for the spin multiplicity: 2. The calculation puts the frontier orbital gap (alpha / beta) at 7.04 / 6.03 eV. As for the lowest unoccupied orbital energy (alpha / beta): -0.083 / -0.148 Ha. As for the net charge: +1.

Geometry (Å):
Sc -0.2812 0.5279 1.3314
N 0.0424 2.6921 0.3243
C 0.3800 3.7534 1.2922
C 1.3666 3.2125 2.3196
N 0.9167 1.9716 2.9869
C 2.0967 1.2437 3.5169
C 1.8200 -0.2435 3.6642
N 1.4171 -0.7708 2.3477
C 0.0049 2.2376 4.1255
C -1.4456 2.5071 3.7375
N -1.8940 1.5150 2.7456
H 0.7405 2.6595 -0.4182
H -0.8210 2.9269 -0.1577
H -0.5368 4.0935 1.7650
H 0.8326 4.6206 0.8076
H 1.6048 3.9949 3.0493
H 2.2878 2.9830 1.7804
H 2.4210 1.6664 4.4738
H 2.9234 1.3574 2.8139
H 1.0186 -0.4365 4.3785
H 2.7243 -0.7264 4.0406
H 1.0704 -1.7213 2.4510
H 2.2388 -0.8467 1.7531
H 0.3804 3.0748 4.7249
H 0.0187 1.3521 4.7619
H -1.5531 3.5075 3.3263
H -2.0452 2.4785 4.6492
H -2.6765 1.8728 2.2083
H -2.2542 0.6884 3.2158
S -2.2575 0.6643 -0.3448
C -3.1725 -0.8147 -0.1432
C -4.2384 -1.0334 -1.0225
C -5.0313 -2.1557 -0.9070
C -4.7514 -3.0936 0.0825
C -3.6814 -2.9071 0.9334
C -2.8759 -1.7683 0.8404
S -1.5001 -1.6279 1.9118
H -4.4288 -0.2968 -1.7928
H -5.8642 -2.3024 -1.5814
H -5.3681 -3.9775 0.1807
H -3.4442 -3.6449 1.6892
C -1.8821 -4.2949 -3.0929
C -1.8255 -3.1006 -3.7967
C -1.2060 -1.9932 -3.2371
C -0.6337 -2.0708 -1.9695
C -0.7020 -3.2722 -1.2670
C -1.3203 -4.3796 -1.8270
Ge 0.2309 -0.4962 -1.1803
C 0.4673 0.8929 -2.5893
C 1.7430 1.2346 -3.0438
C 1.9207 2.2149 -4.0117
C 0.8230 2.8699 -4.5488
C -0.4529 2.5318 -4.1212
C -0.6275 1.5592 -3.1461
C 2.1537 -0.9814 -0.8128
C 2.6744 -2.2330 -1.1197
C 4.0285 -2.4980 -0.9398
C 4.8768 -1.5168 -0.4498
C 4.3727 -0.2579 -0.1449
C 3.0216 -0.0001 -0.3249
H -2.3634 -5.1589 -3.5328
H -2.2656 -3.0329 -4.7837
H -1.1575 -1.0637 -3.7927
H -0.2796 -3.3429 -0.2707
H -1.3724 -5.3091 -1.2735
H 2.6113 0.7191 -2.6573
H 2.9198 2.4597 -4.3498
H 0.9623 3.6332 -5.3035
H -1.3155 3.0261 -4.5508
H -1.6288 1.3136 -2.8154
H 2.0199 -3.0033 -1.5110
H 4.4225 -3.4758 -1.1862
H 5.9309 -1.7220 -0.3176
H 5.0366 0.5162 0.2228
H 2.6322 0.9980 -0.1165